This record from the Open Molecules 2025 dataset describes a molecular structure, C3H9NO3. The level of theory is ωB97M-V with the def2-TZVPD basis set.

Atoms and positions in Å:
C (-1.315, -0.435, 0.236)
C (1.413, -1.440, -0.588)
C (-0.066, 1.901, 0.337)
N (-0.591, 1.006, -0.655)
O (-1.448, -0.072, -1.038)
O (-2.449, -0.957, 0.729)
O (1.853, -0.675, 0.533)
H (-3.200, -0.696, 0.174)
H (1.993, 0.208, 0.167)
H (0.568, -0.752, -1.160)
H (-0.565, -0.584, 1.008)
H (1.272, -2.442, -0.183)
H (2.210, -1.524, -1.338)
H (0.669, 2.528, -0.171)
H (0.469, 1.384, 1.144)
H (-0.810, 2.548, 0.805)

- Orbital gap (alpha / beta): 8.0 / 8.0 eV
- M: 107.109 g mol⁻¹
- Net charge: 0